{
  "formula": "C22H36MnO3P2",
  "method": "ωB97M-V with the def2-TZVPD basis set",
  "species": ["C", "H", "C", "H", "H", "P", "H", "H", "Mn", "C", "H", "H", "C", "H", "C", "H", "H", "H", "C", "H", "C", "C", "H", "P", "H", "H", "C", "H", "H", "H", "C", "C", "H", "H", "H", "C", "H", "H", "H", "H", "H", "H", "C", "C", "O", "H", "O", "O", "H", "C", "H", "H", "C", "C", "H", "C", "H", "C", "H", "H", "H", "C", "C", "C"],
  "xyz": [[-2.039, 4.548, -0.741], [-4.065, 0.851, -2.919], [-2.948, -2.189, -0.164], [-4.178, 4.219, -1.122], [-3.920, -0.520, 2.150], [-1.840, -1.319, 0.983], [2.325, 0.652, -2.907], [6.670, -5.385, 3.648], [-1.754, 2.285, -0.019], [-1.288, 0.169, 0.055], [-3.012, -3.219, 0.223], [-3.820, 4.569, 0.558], [2.007, 1.914, -0.599], [1.338, 2.519, 0.031], [6.026, -4.661, 3.160], [-2.503, -2.185, -1.178], [-3.392, 3.790, -3.048], [3.029, 1.967, -0.170], [3.571, -1.748, 1.122], [2.006, 2.318, -1.630], [-3.011, 2.752, -3.065], [6.132, -4.507, 1.787], [-3.511, 2.243, 1.097], [1.644, 0.103, -0.583], [-2.985, 2.464, -4.133], [-2.774, -1.380, 3.196], [-0.415, -2.264, 1.499], [-0.920, 2.173, -3.184], [0.189, -1.767, 2.303], [-0.339, -0.824, -1.655], [-3.532, 2.535, 0.015], [-1.151, 3.548, -1.507], [-1.534, 4.898, 0.171], [-0.973, 0.928, 0.856], [-2.262, 0.340, -0.482], [-1.638, 2.663, -2.505], [-0.955, -3.184, 1.818], [-2.455, 0.322, 2.707], [0.297, -2.547, 0.722], [-5.084, 2.251, -2.617], [-0.048, 3.687, -1.461], [6.830, -5.071, 1.172], [4.276, -2.972, 3.228], [-3.452, 4.023, -0.328], [3.907, -1.498, -0.094], [4.935, -2.518, -0.392], [2.620, -1.218, 1.731], [5.525, -3.339, -0.184], [3.531, -2.378, 3.787], [-3.865, 1.562, -0.959], [3.133, -0.783, -2.167], [-2.145, 5.419, -1.386], [5.100, -3.889, 3.892], [5.348, -3.552, 1.118], [-3.968, -1.762, -0.220], [-0.220, 0.096, -1.044], [1.459, -0.925, -2.805], [-2.844, -0.656, 2.361], [-4.289, 0.638, -0.567], [-0.270, 1.025, -1.684], [5.008, -3.992, 4.982], [4.397, -2.790, 1.843], [2.177, -0.256, -2.302], [-4.081, 1.825, -2.392]],
  "s_squared": 8.894,
  "lumo_ev": [-0.4, -0.6],
  "total_charge": 0,
  "max_force_ev_per_a": 3.62,
  "multiplicity": 6,
  "homo_ha": [-0.19322, -0.24758],
  "homo_lumo_gap_ev": [4.896, 6.146],
  "e_tot_ha": -2919.0049
}

{
  "formula": "C22H36N2O6",
  "method": "ωB97M-V with the def2-TZVPD basis set",
  "species": ["C", "H", "H", "C", "H", "O", "H", "C", "C", "H", "H", "C", "H", "O", "H", "H", "H", "C", "N", "H", "C", "H", "C", "H", "H", "H", "H", "H", "C", "C", "H", "H", "H", "H", "C", "C", "N", "H", "C", "C", "C", "H", "H", "H", "H", "H", "H", "C", "H", "C", "H", "O", "H", "C", "C", "H", "H", "O", "C", "H", "O", "O", "H", "H", "C", "C"],
  "xyz": [[3.843, 1.170, 0.840], [0.625, 3.709, -1.678], [2.790, 2.752, -1.919], [0.133, 2.801, -1.330], [3.581, 0.620, -1.100], [-1.347, -0.721, 1.122], [1.811, -1.743, -2.672], [3.296, -1.713, -1.130], [5.279, 0.683, 1.088], [-1.205, -3.233, 0.164], [2.623, 3.218, -0.216], [1.186, 1.749, -0.916], [-1.668, 2.600, -0.140], [0.786, 1.266, 0.358], [5.591, -0.510, -0.697], [-0.582, -0.237, 0.767], [2.680, -2.264, 2.133], [-6.430, -0.250, 1.761], [3.690, 1.483, -0.574], [-0.502, 2.429, -2.132], [-5.423, -0.247, -0.339], [-6.212, 0.272, 2.695], [3.543, -1.837, 0.235], [-3.034, -1.591, 0.516], [-2.135, -2.913, -1.316], [3.114, 0.441, 1.213], [-0.789, 4.110, 0.171], [5.433, 0.556, 2.166], [-2.390, -0.165, -0.985], [2.481, -2.143, 1.080], [-7.153, 1.596, 0.897], [0.399, -2.470, 1.296], [-4.632, 0.997, -1.922], [-7.125, 0.681, -1.350], [0.940, -2.097, -0.760], [-4.579, 0.950, -0.830], [-3.187, 0.926, -0.439], [5.837, 2.011, -0.175], [2.010, -1.841, -1.616], [5.613, -0.656, 0.388], [2.599, 2.373, -0.909], [-5.005, 1.871, -0.422], [-1.429, 0.246, -1.318], [-3.138, 0.869, 0.577], [-8.407, 0.351, 1.046], [-5.087, -1.159, -0.851], [-2.886, -0.599, -1.856], [-2.096, -1.252, 0.059], [-6.859, -1.235, 1.998], [-7.356, 0.527, 0.828], [3.713, 2.099, 1.402], [4.787, -1.719, 0.806], [1.197, 0.875, -1.578], [-1.430, -2.481, -0.599], [-0.680, 3.051, -0.051], [0.876, 3.002, 1.479], [-7.434, -0.955, -0.744], [-0.284, -2.168, -1.362], [-6.927, -0.012, -0.535], [-0.475, 1.893, 1.819], [-5.215, -0.425, 1.060], [6.190, 1.665, 0.658], [4.105, -1.540, -1.824], [6.630, -0.942, 0.672], [1.195, -2.272, 0.596], [0.135, 2.329, 1.027]],
  "smiles": "O[C@@H](CNC[C@@H]1CCCO1)COc1ccc(OC[C@@H](O)CNC[C@@H]2CCCO2)cc1",
  "lumo_ev": 0.7,
  "e_above_lowest_kcal_mol": 0.9,
  "total_charge": 0,
  "max_force_ev_per_a": 0.86,
  "homo_ha": -0.29153,
  "homo_lumo_gap_ev": 8.681,
  "e_tot_ha": -1420.8082
}

{
  "formula": "C22H36N3O6RhS2",
  "method": "ωB97M-V with the def2-TZVPD basis set",
  "species": ["N", "H", "C", "C", "H", "C", "H", "C", "H", "H", "H", "O", "C", "H", "H", "H", "O", "C", "H", "H", "C", "H", "H", "C", "C", "O", "H", "C", "C", "C", "H", "C", "C", "H", "H", "C", "H", "H", "Rh", "H", "C", "H", "H", "H", "H", "H", "C", "S", "O", "C", "H", "C", "H", "C", "C", "O", "H", "H", "N", "H", "H", "H", "H", "H", "S", "H", "O", "H", "N", "C"],
  "xyz": [[0.490, -0.424, 2.444], [-0.419, 0.994, -3.077], [0.427, -1.029, -0.274], [-2.546, 0.000, -1.511], [-1.480, -3.198, -2.378], [-2.263, 1.417, -2.017], [-2.811, 1.555, -2.950], [4.203, -0.465, 2.423], [-0.650, 2.693, -2.639], [2.008, 3.674, 0.276], [-3.532, -0.368, -1.805], [-0.319, 6.614, -3.025], [1.194, -3.812, -2.240], [-0.248, 2.323, 2.760], [-6.836, 0.710, 0.162], [-0.095, -4.348, 0.933], [-0.572, -0.785, 2.957], [-1.706, 4.699, -0.020], [-1.802, -0.707, -1.882], [-0.162, 1.504, -1.413], [0.325, -2.190, -0.610], [-4.983, -1.506, 1.206], [2.913, 0.956, -0.693], [-0.797, 5.104, -0.986], [0.221, -3.582, -1.078], [-2.620, 6.501, -2.161], [-2.013, 3.513, 1.749], [-1.217, -3.849, -1.543], [1.697, -0.656, 2.926], [-1.299, 3.882, 1.022], [-2.647, 2.175, -1.333], [0.965, 3.965, 0.184], [-4.137, 0.406, 0.724], [0.951, -3.162, -3.082], [-5.176, -1.060, -0.477], [-6.592, -0.112, 0.837], [-4.342, 1.305, 0.138], [-6.653, 0.266, 1.859], [0.430, 0.623, 0.813], [0.923, -1.617, 4.643], [-0.789, 1.670, -2.303], [1.135, -4.850, -2.575], [4.877, 0.045, 1.744], [2.219, -3.603, -1.932], [-7.352, -0.883, 0.717], [-1.320, -4.886, -1.870], [0.548, 4.788, -0.851], [-2.509, -0.205, 0.287], [3.369, 0.873, 0.156], [2.778, -0.191, 2.085], [-4.038, 0.693, 1.772], [1.892, -1.429, 4.188], [1.335, 2.601, 2.389], [0.025, 3.483, 1.087], [-5.203, -0.667, 0.543], [-1.612, 0.936, 0.811], [0.464, -5.562, -0.232], [4.410, -0.154, 3.447], [0.414, 2.430, 1.997], [1.596, -4.362, 0.413], [2.513, -0.880, 4.897], [-1.923, -3.672, -0.730], [-2.739, 5.005, -0.125], [1.245, 5.159, -1.592], [-1.407, 5.798, -2.527], [2.372, -2.391, 3.996], [-1.634, 4.567, -3.285], [4.385, -1.540, 2.366], [2.394, 0.431, 1.025], [0.568, -4.522, 0.084]],
  "lumo_ev": -1.2,
  "e_above_lowest_kcal_mol": 0.0,
  "total_charge": 0,
  "max_force_ev_per_a": 0.52,
  "homo_ha": -0.28715,
  "homo_lumo_gap_ev": 6.626,
  "e_tot_ha": -2382.3530
}

{
  "formula": "C22H36N4OS",
  "method": "ωB97M-V with the def2-TZVPD basis set",
  "species": ["C", "C", "C", "H", "C", "C", "C", "C", "C", "N", "H", "C", "H", "H", "H", "H", "H", "H", "H", "C", "H", "H", "H", "H", "H", "C", "H", "H", "H", "C", "C", "C", "C", "H", "O", "H", "H", "S", "H", "H", "C", "C", "H", "H", "H", "C", "C", "H", "H", "C", "H", "H", "N", "C", "H", "H", "H", "H", "H", "H", "N", "H", "N", "C"],
  "xyz": [[-3.999, 2.797, 2.678], [-1.853, 0.732, -1.043], [2.837, -4.815, -2.145], [-3.605, 4.163, 4.305], [2.687, -1.852, -0.238], [2.740, -4.286, 0.292], [3.694, -3.573, -2.379], [1.908, -4.569, -0.958], [4.528, -3.281, -1.133], [-3.103, 0.488, -0.763], [5.148, -2.398, -1.300], [-4.866, 3.678, 1.784], [-1.873, -0.149, -2.946], [3.382, -1.484, -2.856], [5.191, -4.123, -0.922], [2.976, 0.078, 2.247], [0.553, 1.895, -0.917], [4.043, 1.480, 2.318], [-0.748, -1.801, -1.611], [2.787, -2.382, -2.678], [2.083, -4.129, 1.151], [3.379, -5.143, 0.513], [-5.076, 5.702, 1.081], [2.697, 1.527, 0.225], [2.250, -5.038, -3.039], [-2.364, 1.808, 0.742], [4.190, -2.830, 0.950], [0.323, -3.228, -0.401], [2.197, -2.577, -3.577], [1.065, -0.853, -1.816], [-4.506, 5.158, 1.830], [1.844, -2.128, -1.491], [3.003, 1.162, 2.327], [0.392, -3.603, -2.139], [1.641, 0.197, -2.044], [-4.295, 1.755, 2.540], [-5.065, 3.181, 4.500], [-2.242, 2.847, 2.121], [2.565, 1.447, 3.281], [-3.468, 2.461, 4.739], [-4.035, 3.177, 4.148], [0.776, 1.380, 1.159], [-4.730, 5.586, 2.804], [-5.906, 3.542, 2.092], [3.476, -5.677, -1.941], [-1.127, 0.176, -2.216], [0.993, -3.376, -1.254], [1.288, -5.458, -0.789], [-0.022, 3.152, 0.213], [3.596, -3.043, 0.054], [-3.447, 5.298, 1.624], [-0.478, 0.936, -2.663], [-0.280, -0.946, -1.861], [0.025, 2.075, 0.022], [0.713, 0.299, 1.014], [3.280, -0.950, -0.399], [2.295, 2.893, 1.269], [0.303, 1.625, 2.112], [4.359, -3.741, -3.233], [2.025, -1.676, 0.614], [-1.319, 1.579, -0.107], [-4.778, 3.307, 0.760], [-3.431, 1.158, 0.351], [2.240, 1.806, 1.176]],
  "smiles": "CCCCn1c(CNC(=O)[C@]23C[C@H]4C[C@H](C[C@H](C4)C2)C3)nnc1S[C@@H](C)CC",
  "lumo_ev": 0.6,
  "e_above_lowest_kcal_mol": 0.0,
  "total_charge": 0,
  "max_force_ev_per_a": 1.26,
  "homo_ha": -0.30220,
  "homo_lumo_gap_ev": 8.844,
  "e_tot_ha": -1552.4297
}